Entry 1:
Here is a molecular structure, C5H9NO4 from the OMol25 dataset. Energies are from ωB97M-V/def2-TZVPD.

Summary:
* DFT total energy: -551.580223 Eh
* Kohn-Sham gap: 8.581 eV
* net charge: 0
* relative energy (zero: lowest compared OMol25 entry of this formula, charge and spin): 68.76 kcal per mole
* HOMO: -8.40 eV

Structure (XYZ):
```
19
Properties=species:S:1:pos:R:3:forces:R:3:lowdin_charge:R:1
C -0.8867 1.4504 0.5517 1.26 1.04 1.80 -0.188
C 1.2171 1.4506 -0.6477 -0.17 -0.01 -0.16 -0.033
C 1.3459 -1.3609 0.0799 0.06 0.25 0.32 -0.001
N 0.3667 0.9480 0.4242 -1.05 0.13 -0.34 -0.051
C -1.2034 -0.8037 -0.6513 1.87 -1.40 0.79 -0.417
C 0.2379 -0.5174 0.6548 -2.02 -0.45 -1.97 -0.497
O -1.6355 1.1223 1.5115 0.02 -0.03 -1.07 0.085
O -2.2810 -1.4161 -0.1245 -0.02 0.10 0.10 0.082
O -1.0158 -0.7325 -1.8436 -0.24 0.43 0.16 0.052
O -0.2060 -0.7932 1.8327 -1.02 0.74 1.11 -0.019
H -1.1073 0.1138 1.9914 1.35 -0.95 -0.69 0.147
H -2.8225 -1.7873 -0.8450 0.13 0.23 0.00 0.121
H -1.1624 2.2842 -0.0962 -0.20 -0.04 -0.02 0.165
H 0.9397 1.0272 -1.6140 -0.01 -0.01 -0.02 0.091
H 2.2520 1.1988 -0.4304 -0.02 0.05 0.05 0.094
H 1.1232 2.5350 -0.6837 0.05 -0.01 0.00 0.093
H 2.2842 -1.0849 0.5693 0.01 -0.10 -0.02 0.095
H 1.1171 -2.3978 0.3166 0.01 0.02 -0.02 0.101
H 1.4366 -1.2365 -0.9956 -0.01 -0.01 0.00 0.081
```
Positions in Å, forces in eV/Å.

Entry 2:
Here is 2 unconnected molecules or ions with the total composition C8H10O3 from the OMol25 dataset. Energies are from ωB97M-V/def2-TZVPD.

Summary:
* DFT total energy: -536.470489 Eh
* Kohn-Sham gap: 9.369 eV
* structure (SMILES): C#CC(=C)C.O=C1OCCO1
* net charge: 0
* relative energy (zero: lowest compared OMol25 entry of this formula, charge and spin): 52.44 kcal per mole
* HOMO: -8.72 eV

Structure (XYZ):
```
21
Properties=species:S:1:pos:R:3:forces:R:3:lowdin_charge:R:1
C -1.4155 -0.8816 -0.3972 0.27 -0.19 0.09 -0.553
C -2.4250 0.8402 0.7197 0.06 0.26 0.28 -0.112
C -3.1264 0.6206 -0.6073 -0.42 0.25 -0.71 -0.114
C 1.6350 -0.6246 1.4042 -0.07 0.07 -0.34 -0.066
C 2.1580 -0.4508 -0.0146 -0.01 0.15 0.22 -0.386
C 2.3535 -1.4776 -0.8427 0.43 0.56 -0.74 0.052
C 2.4730 0.8975 -0.4489 0.12 -0.10 -0.15 -0.118
C 2.7335 1.9962 -0.8704 -0.09 -0.39 0.19 0.113
H -3.0821 0.6679 1.5737 0.10 0.13 -0.04 0.131
H -1.9588 1.8259 0.7801 -0.07 -0.11 0.12 0.133
H -4.1738 0.2998 -0.5133 0.39 -0.17 0.05 0.132
H -3.1246 1.4966 -1.2660 0.12 -0.12 0.23 0.131
H 1.0062 -1.5187 1.4736 0.12 0.21 -0.06 0.074
H 1.0513 0.2510 1.7133 0.16 -0.28 -0.02 0.072
H 2.4805 -0.7478 2.0829 -0.02 0.12 0.07 0.079
H 2.8124 -1.3134 -1.8383 -0.47 -0.18 0.74 0.084
H 2.0613 -2.4783 -0.5696 0.02 -0.11 0.06 0.067
H 2.9881 2.9488 -1.2681 -0.03 0.01 0.07 0.018
O -0.7002 -1.8134 -0.6094 -0.54 0.50 0.04 0.156
O -1.4013 -0.1459 0.7368 0.16 -0.27 0.20 0.041
O -2.3449 -0.3925 -1.2383 -0.25 -0.33 -0.31 0.067
```
Positions in Å, forces in eV/Å.

Entry 3:
Here is a molecular structure, C3H7N5 from the OMol25 dataset. Energies are from ωB97M-V/def2-TZVPD.

Summary:
* DFT total energy: -391.974994 Eh
* Kohn-Sham gap: 7.995 eV
* net charge: 0
* relative energy (zero: lowest compared OMol25 entry of this formula, charge and spin): 203.35 kcal per mole
* HOMO: -7.75 eV

Structure (XYZ):
```
15
Properties=species:S:1:pos:R:3:forces:R:3:lowdin_charge:R:1
C -1.3831 -0.1976 -0.0562 -0.54 -0.17 -0.64 -0.545
C -0.5269 -1.2249 -0.3250 0.23 -1.16 -1.21 -0.082
C 0.4164 0.8684 -0.1920 4.00 -3.47 -0.54 -0.574
H -3.1383 -0.3809 1.0603 0.95 2.10 -4.27 0.168
H -3.0480 1.1211 -0.4856 1.21 -4.81 2.95 0.213
H -0.7523 -2.3538 -0.6158 0.66 2.90 0.80 0.137
H 2.8183 -2.0019 -0.3228 -4.06 3.68 2.13 0.199
H 1.7216 -1.2797 1.3365 0.78 0.13 -4.36 0.119
H 0.9180 2.8324 -0.6921 2.84 -3.95 3.22 0.255
H 2.2547 1.5181 0.8048 -3.37 1.33 -3.97 0.201
N -2.7460 -0.0193 -0.0096 -4.23 0.55 1.71 -0.023
N 0.7569 -0.5577 -0.6285 0.06 -0.95 3.66 -0.077
N 2.0269 -1.0512 0.2190 0.46 -1.84 0.44 -0.103
N 1.4748 1.7025 -0.1491 0.88 4.05 0.16 -0.002
N -0.7930 1.0245 0.0561 0.13 1.60 -0.07 0.115
```
Positions in Å, forces in eV/Å.

Entry 4:
Here is a gas-phase ion, C4H13NP (charge +1) from the OMol25 dataset. Energies are from ωB97M-V/def2-TZVPD.

Summary:
* DFT total energy: -556.074682 Eh
* Kohn-Sham gap: 11.316 eV
* structure (SMILES): C[NH+]=P(C)(C)C
* net charge: +1
* relative energy (zero: lowest compared OMol25 entry of this formula, charge and spin): 0.00 kcal per mole
* HOMO: -14.14 eV

Structure (XYZ):
```
19
Properties=species:S:1:pos:R:3:forces:R:3:lowdin_charge:R:1
C -2.3207 -0.1167 0.1843 -0.31 -0.04 0.18 -0.114
C 0.6362 2.0494 0.0035 -0.33 -3.47 0.03 -0.037
C 1.4894 -0.8062 -1.3477 -0.20 0.18 0.27 -0.173
C 0.6944 -0.8918 1.5058 0.02 0.27 -0.35 -0.167
N -1.1400 -0.5419 -0.5668 0.30 0.20 -0.31 -0.242
P 0.3810 -0.1193 -0.0993 0.35 2.72 0.08 0.886
H -3.0598 -0.9191 0.1643 0.05 0.11 0.08 0.093
H -2.0483 0.0797 1.2212 -0.08 -0.05 -0.01 0.074
H -2.7667 0.7880 -0.2314 0.06 -0.01 0.03 0.090
H -0.1986 2.4019 0.5928 -0.14 0.03 0.06 0.024
H 0.6084 2.3868 -1.0215 -0.02 0.01 -0.19 0.027
H 1.5844 2.2273 0.4862 0.21 0.03 0.07 0.026
H 1.2573 -1.8631 -1.4819 0.00 0.00 0.04 0.070
H 2.5217 -0.6978 -1.0192 0.02 0.03 0.01 0.068
H 1.3626 -0.2805 -2.2930 -0.02 0.03 0.00 0.065
H 0.5583 -1.9671 1.3914 0.00 -0.01 -0.03 0.072
H 0.0130 -0.5193 2.2678 -0.02 0.05 -0.02 0.058
H 1.7175 -0.6804 1.8134 0.03 0.03 0.01 0.067
H -1.2900 -0.5298 -1.5698 0.08 -0.13 0.07 0.112
```
Positions in Å, forces in eV/Å.